# 1
42
Properties=species:S:1:pos:R:3 method="wB97M-V/def2-TZVPD" charge=+1 e_lumo_ev=-5.10 gap_ev=4.406
N 2.38207 -0.44575 0.75588
C -1.26030 -0.35947 -2.18399
C 2.73896 -1.85890 0.87714
H -0.01073 -1.70662 1.22302
H -1.86316 -2.84128 -3.19644
H -4.59610 -0.58975 1.52210
H -4.64688 1.58885 2.66277
C -1.31780 1.22006 2.38046
C 3.47075 2.80860 -0.45344
C -2.47096 -0.67323 1.44918
H 5.28064 3.33503 -1.45154
H -2.44389 -1.63055 0.95724
H -1.79372 -2.94458 -1.43822
H -2.54636 2.73324 3.22664
H 3.56562 -1.97486 1.57448
H -3.81471 0.26385 -1.36710
C -0.00937 -0.63940 1.36875
C 1.11970 0.05863 1.05678
Cl 0.28786 -1.12785 -2.25356
H -3.85654 0.13760 -3.12698
S 1.16564 1.80441 0.88653
C 2.76766 1.78394 0.15132
H -0.40284 1.71406 2.65465
H -1.30379 0.70844 -2.14825
N -2.43513 -1.10006 -2.18623
H 3.02061 3.78126 -0.55532
H 3.04568 -2.25317 -0.08912
C -3.67368 -0.08711 1.76257
C 4.58893 0.25358 -0.26112
H 1.89862 -2.44371 1.24296
H -4.54728 -1.15091 -2.13132
C -1.26323 -0.02509 1.73838
C -2.36549 -2.55168 -2.27605
C -2.52346 1.79100 2.70535
H 6.27973 1.10057 -1.23168
H -3.36076 -2.99276 -2.26291
H 4.99736 -0.73900 -0.21552
C -3.73674 -0.42800 -2.20429
C -3.70348 1.14326 2.39284
C 5.29224 1.28608 -0.84181
C 3.31099 0.49814 0.23700
C 4.73336 2.55312 -0.95113

# 2
52
Properties=species:S:1:pos:R:3 method="wB97M-V/def2-TZVPD" charge=+1 e_lumo_ev=-4.66 gap_ev=7.571
N -1.90029 -3.18900 -4.01861
N -2.73998 -1.19181 -5.02779
H 5.60549 1.11431 -0.12917
H 6.01944 0.86621 1.56185
H -1.42384 -4.70504 -5.38053
C 0.35970 -0.47357 -1.44147
C 1.20612 -1.64198 0.38595
Br -2.67439 -2.28503 -0.40862
C -2.78453 0.50574 -1.26390
H -3.18175 -4.68594 -4.87921
H 0.51502 -1.87639 2.43597
H -5.01684 0.33334 -1.46143
H 1.61459 -0.52849 2.16734
C -4.25337 0.88378 -0.86387
H -3.67223 -1.09037 -2.37620
N -1.65324 -1.11433 -2.88956
H -0.07800 0.51997 -1.69719
C 1.21528 2.62055 3.37831
O 0.22798 -0.77757 -0.05853
C 5.21253 1.15344 0.88708
H -2.54722 -3.51288 -6.06487
H -2.50218 1.17572 -2.11332
H -4.40240 1.95813 -1.12641
H -1.41047 -3.65830 -3.25120
H 1.01345 2.56734 2.30725
C 1.47066 -1.58106 1.91245
O 1.80143 -2.42819 -0.31072
H 2.31264 -2.21302 2.22201
C -2.69484 -0.95112 -1.85606
C 2.60068 4.80889 5.76407
H 0.82507 3.57208 3.73612
H 0.35119 -1.55577 -3.29228
C -2.30214 -4.06418 -5.13907
H 3.28816 4.68063 7.76023
H -4.40294 0.78314 0.22874
H 1.54872 4.88072 7.59772
H -2.31014 -1.41922 -5.92508
I -4.77722 -1.49059 -5.04347
H 4.96037 2.19268 1.10171
N 2.73942 5.12614 4.66875
H 2.29183 3.32691 7.24212
H -2.07126 0.67325 -0.43284
N 0.15151 0.60850 4.64985
C 2.42435 4.40592 7.15453
H 1.44686 -0.39570 -1.67916
H 2.29719 2.64604 3.50538
C -0.31696 -1.52100 -2.39241
C 0.61978 1.49530 4.08979
N 3.14134 -0.41117 1.17015
H -0.26926 -2.56112 -1.98196
C 4.05418 0.28080 1.04226
C -2.09582 -1.90422 -3.96538

# 3
41
Properties=species:S:1:pos:R:3 method="wB97M-V/def2-TZVPD" charge=-2 spin_multiplicity=2 e_lumo_ev="3.20 / 3.16" gap_ev="3.519 / 3.660"
H -0.03686 0.08357 4.61027
H -1.39716 -1.88446 3.09610
H -1.35361 -4.12327 1.93961
C -1.92430 1.47049 -6.54510
N 0.48860 -2.03966 2.13898
H -0.00043 0.70297 -3.10928
F 1.02289 1.91869 -0.68314
S -0.69652 2.60138 2.28663
C 0.27571 -2.90260 1.01443
H 2.88079 -0.49530 5.15578
S 1.20410 2.36257 0.87509
H -0.48428 -4.99927 0.67969
C 0.27432 -0.64598 3.87724
O 1.20691 3.80082 0.65485
C -1.98119 1.28032 -3.92245
H 1.18602 -3.02202 0.42692
F -1.95963 1.67804 2.79272
O -0.23707 0.64522 -7.72276
C 1.74870 -1.48056 2.43852
H 0.29384 -4.72686 2.15603
C -0.71477 0.95120 -6.54217
O 0.10454 2.64955 3.51193
O 2.39498 1.61265 1.24287
O -1.40179 3.71556 1.75185
O -3.79571 2.23882 -5.30350
O -2.63649 1.26561 -2.87326
Rb -1.52130 0.06087 -0.72080
H -2.42272 1.74966 -7.46164
C -0.59851 0.89259 -3.98834
H 3.59473 -0.07500 3.56707
H 2.40402 0.98609 4.40437
C -0.01104 0.68831 -5.19054
C 2.69586 -0.04044 4.18264
H 2.67721 -1.69150 1.92883
C -0.37038 -1.55005 3.07875
N -0.22124 1.58837 1.22626
C -2.71563 1.68197 -5.26128
C -0.38417 -4.23984 1.45516
H -0.40711 -2.29706 0.41848
N 1.60534 -0.67234 3.51420
O 1.21329 0.26102 -5.10118